{"formula": "C38H60Br2CsN2O13P2Sb", "method": "ωB97M-V/def2-TZVPD", "spin_multiplicity": 1, "gap_ev": 5.977, "e_above_lowest_ev": 0.000, "total_charge": -2, "e_tot_ev": -235733.2701, "e_lumo_ev": 3.52, "symbols": ["Cs", "O", "C", "O", "C", "C", "C", "C", "C", "O", "C", "C", "O", "O", "H", "H", "H", "H", "H", "H", "H", "H", "Br", "C", "C", "C", "N", "C", "C", "C", "C", "C", "Br", "C", "C", "N", "H", "H", "H", "H", "H", "H", "C", "C", "C", "O", "P", "O", "C", "P", "O", "O", "C", "C", "C", "O", "C", "C", "C", "O", "C", "C", "C", "H", "H", "H", "H", "H", "H", "H", "H", "H", "H", "H", "H", "H", "H", "H", "H", "H", "H", "H", "H", "H", "H", "H", "H", "H", "H", "H", "H", "H", "H", "C", "C", "Sb", "C", "C", "C", "C", "H", "H", "H", "H", "H", "H", "H", "H", "H", "H", "H", "H", "H", "H", "H", "O", "C", "O", "H"], "coordinates": [[0.54, -0.87, 0.45], [3.93, -1.87, 2.80], [3.15, -2.54, 2.09], [1.97, -2.89, 2.31], [3.80, -3.03, 0.72], [4.52, -1.86, -0.01], [5.49, -2.35, -1.11], [4.50, -2.73, -2.25], [3.16, -2.49, -1.54], [3.46, -1.28, -0.81], [2.93, -3.60, -0.46], [1.45, -4.12, -0.29], [1.23, -5.05, 0.49], [0.61, -3.61, -1.08], [4.54, -3.76, 1.04], [4.91, -1.12, 0.68], [6.18, -1.56, -1.41], [6.08, -3.20, -0.77], [4.60, -2.08, -3.12], [4.64, -3.76, -2.57], [2.32, -2.31, -2.22], [3.41, -4.51, -0.86], [-4.64, -5.61, 3.97], [-3.22, -4.40, 3.58], [-2.20, -4.82, 2.76], [-1.19, -3.89, 2.48], [-1.21, -2.67, 2.99], [-2.17, -2.31, 3.85], [-3.23, -3.16, 4.17], [-2.07, -0.95, 4.44], [-3.20, -0.16, 4.69], [-2.99, 1.10, 5.18], [-4.46, 2.33, 5.37], [-1.72, 1.58, 5.40], [-0.67, 0.72, 5.11], [-0.84, -0.52, 4.69], [-2.19, -5.80, 2.30], [-0.34, -4.13, 1.85], [-3.99, -2.87, 4.88], [-4.19, -0.50, 4.41], [-1.57, 2.60, 5.73], [0.33, 1.06, 5.27], [-3.75, 0.81, -1.81], [-3.34, 2.27, -1.89], [-4.49, 3.24, -1.92], [-2.56, 2.66, -0.73], [-0.99, 2.46, -0.83], [-0.38, 1.28, -1.52], [-0.35, 2.96, 0.81], [1.45, 2.63, 1.10], [1.83, 1.39, 1.79], [1.93, 2.95, -0.35], [3.15, 2.50, -1.05], [4.21, 1.98, -0.10], [3.54, 3.71, -1.88], [2.01, 3.83, 2.01], [2.01, 3.37, 3.44], [2.04, 4.69, 4.12], [3.17, 2.43, 3.83], [-0.57, 3.72, -1.75], [-0.96, 5.06, -1.44], [-1.54, 5.60, -2.72], [0.25, 5.83, -0.96], [-4.29, 0.58, -2.72], [-4.45, 0.68, -0.99], [-2.89, 0.17, -1.68], [-2.72, 2.42, -2.78], [-5.11, 3.07, -1.05], [-5.09, 3.08, -2.81], [-4.14, 4.26, -1.89], [-0.98, 2.46, 1.56], [-0.53, 4.02, 0.98], [2.83, 1.67, -1.71], [4.50, 2.76, 0.62], [5.10, 1.74, -0.68], [3.88, 1.11, 0.42], [3.77, 4.53, -1.20], [2.73, 4.00, -2.53], [4.43, 3.49, -2.46], [1.08, 2.85, 3.64], [2.97, 5.20, 3.85], [1.98, 4.63, 5.19], [1.23, 5.33, 3.74], [4.12, 2.85, 3.53], [3.08, 1.41, 3.47], [3.17, 2.42, 4.91], [-1.74, 5.06, -0.67], [-0.78, 5.50, -3.50], [-1.83, 6.64, -2.67], [-2.40, 5.01, -3.03], [0.98, 5.90, -1.77], [0.74, 5.30, -0.13], [-0.04, 6.84, -0.65], [-3.28, -2.85, -4.84], [-3.45, -2.62, -3.34], [-1.72, -2.60, -2.00], [-1.56, -4.74, -1.91], [-2.30, -5.63, -2.89], [-0.29, -2.18, -3.57], [0.51, -3.38, -4.07], [-4.25, -2.92, -5.33], [-2.71, -3.76, -5.06], [-2.76, -2.01, -5.31], [-4.08, -3.41, -2.94], [-4.00, -1.68, -3.17], [-1.79, -5.01, -0.88], [-0.52, -4.95, -2.05], [-3.38, -5.43, -2.95], [-2.17, -6.69, -2.63], [-1.90, -5.52, -3.90], [0.41, -1.47, -3.14], [-0.83, -1.70, -4.38], [0.98, -3.88, -3.24], [1.30, -3.07, -4.77], [-0.11, -4.11, -4.60], [-2.55, 1.51, 2.49], [-2.51, 0.58, 1.65], [-2.03, 0.54, 0.49], [-2.96, -0.37, 1.96]], "lowdin_charge": [1.120, -0.063, -0.704, -0.100, -0.094, -0.274, -0.106, -0.118, -0.273, -0.149, -0.084, -0.676, -0.014, -0.291, 0.134, 0.136, 0.097, 0.102, 0.102, 0.099, 0.121, 0.137, 0.682, -0.677, -0.085, -0.071, 0.145, -0.225, -0.076, -0.229, -0.083, -0.669, 0.687, -0.121, -0.123, 0.161, 0.100, 0.093, 0.099, 0.111, 0.091, 0.098, -0.049, -0.432, -0.047, -0.196, 0.521, -0.354, -0.177, 0.462, -0.385, -0.211, -0.377, -0.036, -0.040, -0.193, -0.421, -0.068, -0.034, -0.202, -0.476, -0.046, -0.036, 0.074, 0.091, 0.024, 0.135, 0.085, 0.082, 0.059, 0.048, 0.067, 0.153, 0.088, 0.089, 0.059, 0.082, 0.072, 0.078, 0.120, 0.084, 0.073, 0.083, 0.080, 0.075, 0.078, 0.134, 0.086, 0.074, 0.063, 0.080, 0.059, 0.079, -0.203, -0.453, 1.434, -0.431, -0.199, -0.412, -0.190, 0.051, 0.044, 0.047, 0.014, 0.007, 0.041, 0.019, 0.046, 0.059, 0.043, 0.025, 0.027, 0.031, 0.064, 0.052, -0.080, -0.544, -0.270, 0.113]}



{"formula": "C38H60Cl39F2INO3S3", "method": "ωB97M-V/def2-TZVPD", "spin_multiplicity": 1, "gap_ev": 6.408, "total_charge": 1, "e_tot_ev": -582418.6526, "e_lumo_ev": -4.56, "symbols": ["C", "C", "C", "C", "C", "C", "C", "O", "C", "C", "C", "C", "S", "C", "C", "C", "F", "S", "C", "F", "C", "C", "C", "O", "C", "C", "O", "C", "C", "C", "C", "S", "N", "C", "I", "H", "H", "H", "H", "H", "H", "H", "H", "H", "H", "H", "H", "H", "H", "H", "H", "H", "H", "H", "H", "H", "H", "H", "H", "H", "H", "H", "H", "H", "H", "H", "H", "H", "H", "H", "H", "H", "H", "H", "H", "H", "H", "H", "H", "H", "H", "H", "C", "Cl", "Cl", "Cl", "H", "C", "Cl", "Cl", "Cl", "H", "C", "Cl", "Cl", "Cl", "H", "C", "Cl", "Cl", "Cl", "H", "C", "Cl", "Cl", "Cl", "H", "C", "Cl", "Cl", "Cl", "H", "C", "Cl", "Cl", "Cl", "H", "C", "Cl", "Cl", "Cl", "H", "C", "Cl", "Cl", "Cl", "H", "C", "Cl", "Cl", "Cl", "H", "C", "Cl", "Cl", "Cl", "H", "C", "Cl", "Cl", "Cl", "H", "C", "Cl", "Cl", "Cl", "H"], "coordinates": [[2.45, 1.21, 3.67], [2.57, -0.29, 3.97], [2.93, -1.13, 2.72], [1.90, -0.85, 1.60], [1.58, -2.07, 0.73], [2.40, -2.38, -0.53], [2.57, -1.40, -1.70], [3.05, -0.16, -1.28], [4.21, -0.08, -0.47], [4.29, 1.35, 0.10], [3.54, -2.08, -2.72], [4.62, -1.17, -3.32], [6.31, -1.63, -2.79], [6.86, -2.84, -4.04], [6.74, -4.27, -3.51], [2.85, -2.88, -3.84], [3.88, -3.25, -4.70], [2.25, -4.51, -3.27], [1.88, -1.98, -4.68], [2.74, -1.48, -5.66], [0.84, -2.69, -5.55], [-0.40, -3.36, -4.97], [-0.96, -4.43, -5.93], [-1.40, -5.60, -5.23], [-2.43, -5.35, -4.39], [-2.49, -6.27, -3.21], [-3.22, -4.43, -4.55], [1.29, -0.76, -3.87], [1.92, 0.53, -4.41], [1.40, 1.92, -4.02], [-0.10, 2.13, -4.27], [-0.51, 2.59, -5.97], [1.21, -1.04, -2.39], [0.15, -2.07, -2.15], [0.33, 0.61, -1.25], [2.32, 1.74, 4.61], [3.32, 1.58, 3.13], [1.56, 1.43, 3.09], [3.22, -0.50, 4.81], [1.57, -0.63, 4.24], [3.94, -0.82, 2.44], [2.88, -2.17, 3.01], [2.18, 0.05, 1.07], [0.98, -0.60, 2.13], [1.76, -2.92, 1.39], [0.50, -2.13, 0.59], [2.04, -3.33, -0.93], [3.40, -2.64, -0.19], [5.13, -0.24, -1.02], [4.24, -0.77, 0.37], [4.11, 1.36, 1.17], [5.29, 1.76, -0.06], [3.58, 1.99, -0.42], [4.08, -2.84, -2.16], [4.53, -0.13, -3.02], [4.66, -1.15, -4.40], [7.88, -2.61, -4.33], [6.23, -2.70, -4.91], [5.72, -4.64, -3.60], [7.04, -4.27, -2.47], [7.43, -4.92, -4.05], [2.26, -5.13, -4.45], [0.52, -1.94, -6.28], [1.40, -3.42, -6.14], [-0.29, -3.83, -4.00], [-1.20, -2.62, -4.87], [-0.23, -4.70, -6.69], [-1.80, -3.99, -6.47], [-3.51, -6.59, -3.06], [-1.85, -7.14, -3.33], [-2.20, -5.72, -2.32], [0.27, -0.72, -4.22], [3.00, 0.55, -4.40], [1.66, 0.51, -5.47], [1.71, 2.25, -3.04], [1.90, 2.60, -4.72], [-0.68, 1.27, -3.94], [-0.42, 2.95, -3.63], [0.31, 1.76, -6.63], [-0.30, -1.96, -1.17], [-0.66, -1.93, -2.85], [0.52, -3.08, -2.23], [3.52, 4.93, 4.86], [1.86, 4.59, 5.33], [4.64, 4.15, 5.97], [3.83, 4.42, 3.19], [3.68, 6.00, 4.92], [-2.01, -0.60, 4.58], [-3.47, 0.23, 4.04], [-1.44, -1.75, 3.36], [-0.75, 0.57, 4.95], [-2.26, -1.15, 5.49], [-3.89, 1.47, -1.09], [-4.28, 0.72, -2.63], [-3.20, 0.29, 0.03], [-2.77, 2.82, -1.32], [-4.80, 1.85, -0.66], [-2.64, -6.88, -8.42], [-3.99, -7.87, -7.85], [-1.17, -7.85, -8.55], [-3.03, -6.11, -9.95], [-2.47, -6.10, -7.69], [-6.37, -2.90, 4.41], [-6.98, -3.96, 3.15], [-4.60, -2.87, 4.40], [-7.00, -1.27, 4.24], [-6.69, -3.29, 5.37], [-10.31, 0.79, 3.06], [-9.56, 0.79, 4.66], [-12.03, 1.11, 3.18], [-9.52, 1.97, 2.00], [-10.18, -0.20, 2.63], [-2.38, -2.11, -11.13], [-1.11, -1.37, -12.10], [-1.73, -2.73, -9.61], [-3.69, -0.97, -10.82], [-2.78, -2.95, -11.68], [7.16, 6.51, 8.34], [5.66, 5.81, 8.94], [8.42, 5.28, 8.25], [6.91, 7.28, 6.77], [7.48, 7.27, 9.04], [-7.17, 5.09, 3.22], [-5.82, 5.47, 2.14], [-6.61, 4.23, 4.65], [-8.03, 6.56, 3.67], [-7.86, 4.44, 2.69], [0.44, 8.03, 6.94], [0.45, 8.14, 5.18], [-1.05, 7.28, 7.52], [1.85, 7.15, 7.53], [0.48, 9.04, 7.34], [-8.58, 0.87, 8.32], [-8.19, 1.17, 10.02], [-7.40, -0.22, 7.60], [-10.21, 0.23, 8.16], [-8.54, 1.82, 7.80], [1.66, 12.18, 4.33], [2.20, 11.35, 5.79], [0.01, 11.72, 3.92], [1.79, 13.93, 4.52], [2.30, 11.88, 3.52], [-2.68, -0.98, 9.02], [-3.35, -1.49, 7.46], [-2.24, -2.38, 10.00], [-1.30, 0.09, 8.79], [-3.46, -0.43, 9.55]], "lowdin_charge": [-0.143, -0.254, -0.190, -0.243, -0.180, -0.109, -0.396, -0.214, -0.224, -0.017, -0.219, -0.410, 0.913, -0.504, -0.154, -0.607, -0.035, 0.947, -0.321, 0.015, -0.099, -0.175, -0.170, -0.016, -0.519, 0.032, 0.109, -0.188, -0.133, -0.313, -0.630, 0.746, -0.294, -0.136, 1.386, 0.042, 0.028, 0.061, 0.111, 0.048, 0.101, 0.110, 0.049, 0.071, 0.118, 0.078, 0.081, 0.137, 0.065, 0.105, 0.049, 0.086, 0.081, 0.111, 0.067, 0.080, 0.068, 0.061, 0.051, 0.060, 0.073, -0.071, 0.143, 0.127, 0.066, 0.116, 0.127, 0.115, 0.095, 0.088, 0.091, 0.135, 0.112, 0.110, 0.047, 0.106, 0.012, 0.053, -0.152, 0.038, 0.095, 0.038, -1.534, 0.514, 0.522, 0.538, 0.007, -1.565, 0.510, 0.524, 0.584, -0.104, -1.533, 0.544, 0.492, 0.510, 0.018, -1.565, 0.544, 0.532, 0.524, -0.023, -1.524, 0.546, 0.511, 0.491, 0.018, -1.541, 0.492, 0.550, 0.524, 0.014, -1.559, 0.536, 0.482, 0.536, 0.008, -1.551, 0.505, 0.529, 0.512, 0.012, -1.564, 0.509, 0.515, 0.539, -0.027, -1.549, 0.498, 0.537, 0.509, 0.000, -1.562, 0.536, 0.491, 0.526, 0.008, -1.555, 0.515, 0.518, 0.535, 0.011, -1.518, 0.555, 0.549, 0.541, 0.016]}